[1]
Formula: C45H117N13O17
Source: the OMol25 dataset
Level of theory: wB97M-V/def2-TZVPD

Geometry as XYZ:
```
192
Properties=species:S:1:pos:R:3:mulliken_charge:R:1
C 15.699 23.307 -23.885 -0.759
O 14.744 22.397 -24.287 -0.338
C 13.851 21.982 -23.259 -0.537
C 12.612 21.302 -23.900 -0.490
N 11.564 21.149 -22.816 -0.339
C 11.847 20.038 -21.933 -0.647
C 10.855 19.663 -20.877 -0.693
O 10.668 20.773 -19.985 -0.359
C 11.841 21.192 -19.274 -0.581
H 16.413 23.361 -24.706 0.261
H 16.220 22.845 -23.046 0.320
H 15.344 24.277 -23.534 0.300
H 13.426 22.849 -22.753 0.348
H 14.261 21.454 -22.398 0.336
H 12.924 20.360 -24.351 0.286
H 12.218 21.944 -24.687 0.371
H 10.773 20.946 -23.410 0.266
H 12.806 20.121 -21.421 0.381
H 11.892 19.177 -22.599 0.453
H 11.046 18.711 -20.381 0.333
H 9.884 19.497 -21.345 0.349
H 11.551 21.877 -18.477 0.252
H 12.583 21.663 -19.918 0.184
H 12.309 20.330 -18.797 0.299
C 6.402 9.477 -18.659 -0.751
O 7.783 9.401 -18.990 -0.302
C 8.117 10.079 -20.174 -0.726
C 9.435 9.670 -20.839 -0.564
N 9.283 8.255 -21.066 -0.429
C 10.641 7.615 -21.133 -0.573
C 10.535 6.100 -20.974 -0.680
O 10.187 5.648 -19.674 -0.364
C 11.116 6.062 -18.718 -0.674
H 5.772 9.102 -19.465 0.316
H 6.275 10.557 -18.599 0.310
H 6.001 9.058 -17.736 0.245
H 8.236 11.106 -19.829 0.462
H 7.355 10.156 -20.949 0.395
H 10.278 9.926 -20.197 0.333
H 9.679 10.210 -21.754 0.350
H 8.873 7.953 -20.194 0.329
H 11.343 8.031 -20.410 0.385
H 11.139 7.745 -22.094 0.378
H 11.475 5.582 -21.167 0.445
H 9.689 5.742 -21.561 0.311
H 10.801 5.621 -17.771 0.266
H 10.907 7.115 -18.531 0.221
H 12.184 5.901 -18.863 0.315
C 5.835 13.138 -9.049 -0.777
O 6.785 13.823 -8.354 -0.280
C 6.182 14.950 -7.664 -0.762
C 7.197 15.943 -7.254 -0.524
N 7.749 16.708 -8.375 -0.316
C 8.927 17.369 -7.928 -0.532
C 9.044 18.704 -8.723 -0.466
O 10.184 19.515 -8.367 -0.364
C 10.210 20.101 -7.058 -0.632
H 6.163 12.279 -9.633 0.272
H 5.233 13.758 -9.714 0.315
H 5.134 12.630 -8.386 0.307
H 5.755 14.583 -6.731 0.360
H 5.514 15.560 -8.271 0.386
H 7.972 15.415 -6.699 0.382
H 6.730 16.609 -6.529 0.355
H 7.863 16.120 -9.188 0.252
H 9.717 16.622 -8.007 0.289
H 8.836 17.660 -6.881 0.330
H 8.140 19.285 -8.538 0.328
H 9.069 18.471 -9.788 0.298
H 9.328 20.732 -6.948 0.279
H 11.125 20.685 -6.966 0.227
H 10.225 19.312 -6.306 0.272
C 10.969 10.844 -13.789 -0.775
O 11.962 10.016 -13.189 -0.228
C 11.725 9.640 -11.827 -0.563
C 12.912 8.844 -11.293 -0.712
N 13.002 7.520 -11.874 -0.148
C 14.093 6.852 -11.130 -0.696
C 14.332 5.449 -11.613 -0.705
O 13.071 4.829 -11.689 -0.245
C 13.220 3.566 -12.282 -0.837
H 10.860 11.793 -13.263 0.328
H 9.975 10.399 -13.815 0.303
H 11.320 11.102 -14.788 0.203
H 10.749 9.165 -11.722 0.374
H 11.654 10.496 -11.156 0.362
H 12.954 8.738 -10.209 0.441
H 13.837 9.351 -11.569 0.281
H 12.178 6.939 -11.810 0.166
H 13.817 6.799 -10.076 0.358
H 15.019 7.405 -11.283 0.352
H 14.931 4.821 -10.954 0.405
H 14.908 5.347 -12.533 0.441
H 12.259 3.052 -12.273 0.199
H 14.010 2.948 -11.855 0.327
H 13.555 3.597 -13.318 0.366
C 24.381 10.746 -8.177 -0.757
O 22.927 10.796 -8.176 -0.247
C 22.293 11.739 -8.971 -0.452
C 20.920 11.149 -9.429 -0.867
N 19.746 11.522 -8.618 -0.405
C 19.726 10.889 -7.321 -0.337
C 18.597 11.477 -6.515 -0.590
O 18.646 10.945 -5.225 -0.352
C 17.926 9.740 -4.962 -0.693
H 24.755 10.669 -9.198 0.302
H 24.720 9.906 -7.570 0.210
H 24.834 11.633 -7.735 0.306
H 22.805 11.819 -9.930 0.455
H 22.137 12.597 -8.318 0.307
H 21.057 10.068 -9.443 0.351
H 20.812 11.690 -10.369 0.439
H 19.660 12.519 -8.478 0.270
H 20.620 11.125 -6.744 0.278
H 19.514 9.842 -7.540 0.218
H 17.692 11.167 -7.037 0.355
H 18.729 12.559 -6.496 0.365
H 18.404 8.866 -5.403 0.280
H 16.862 9.830 -5.183 0.303
H 17.980 9.540 -3.891 0.261
C 24.467 4.887 -4.589 -0.790
O 24.100 4.080 -5.816 -0.381
C 23.359 5.024 -6.629 -0.362
C 22.795 4.326 -7.907 -0.981
N 23.793 3.627 -8.603 -0.304
C 24.649 4.468 -9.436 -0.527
C 25.972 3.586 -9.828 -0.623
O 26.522 2.884 -8.790 -0.337
C 27.267 3.599 -7.802 -0.576
H 23.595 5.360 -4.138 0.333
H 25.175 5.702 -4.736 0.304
H 24.761 4.131 -3.860 0.289
H 23.979 5.888 -6.865 0.248
H 22.512 5.399 -6.055 0.507
H 22.353 5.096 -8.539 0.364
H 21.916 3.712 -7.711 0.391
H 24.354 3.235 -7.861 0.328
H 25.099 5.301 -8.895 0.236
H 24.091 4.696 -10.344 0.457
H 26.709 4.129 -10.419 0.391
H 25.678 2.787 -10.509 0.287
H 27.580 2.930 -7.000 0.242
H 26.661 4.388 -7.357 0.181
H 28.093 4.147 -8.254 0.326
C 15.235 -0.297 -7.059 -0.743
O 14.281 0.729 -7.204 -0.256
C 13.145 0.548 -6.366 -0.659
C 12.113 1.779 -6.410 -0.649
N 11.252 1.732 -7.566 -0.362
C 10.220 2.747 -7.346 -0.549
C 9.368 2.933 -8.647 -0.792
O 10.067 3.630 -9.620 -0.139
C 9.511 3.836 -10.829 -0.598
H 14.773 -1.245 -7.335 0.314
H 15.635 -0.358 -6.046 0.291
H 15.994 -0.122 -7.821 0.234
H 13.502 0.397 -5.347 0.386
H 12.739 -0.408 -6.698 0.350
H 12.605 2.747 -6.308 0.381
H 11.471 1.622 -5.543 0.396
H 11.688 2.015 -8.432 0.248
H 10.647 3.712 -7.073 0.324
H 9.525 2.483 -6.549 0.389
H 8.525 3.554 -8.343 0.390
H 8.944 2.023 -9.071 0.403
H 8.614 4.454 -10.812 0.330
H 9.459 2.914 -11.409 0.316
H 10.336 4.336 -11.337 -0.002
N 23.178 -1.877 -12.489 -0.376
C 22.304 -1.500 -13.387 0.678
N 21.765 -0.363 -13.043 -0.367
O 22.154 -2.057 -14.479 -0.671
H 23.798 -2.653 -12.674 0.208
H 23.302 -1.376 -11.621 0.158
H 21.170 0.101 -13.714 0.212
H 22.049 0.121 -12.203 0.158
N 15.175 10.422 -16.912 -0.335
C 16.128 9.520 -16.871 0.643
N 16.238 8.822 -15.790 -0.311
O 16.984 9.470 -17.712 -0.677
H 15.239 11.155 -17.605 0.199
H 14.399 10.451 -16.267 0.152
H 15.541 8.844 -15.059 0.133
H 16.936 8.099 -15.688 0.197
N 21.066 2.238 -18.387 -0.366
C 20.417 3.360 -18.147 0.651
N 20.396 4.149 -19.211 -0.397
O 19.950 3.623 -17.089 -0.624
H 21.286 1.567 -17.665 0.202
H 21.437 2.099 -19.316 0.139
H 19.903 5.016 -19.053 0.224
H 20.919 3.948 -20.051 0.170
```

Computed properties:
Kohn-Sham gap	9.066	eV
structure (SMILES)	COCCNCCOC.COCCNCCOC.COCCNCCOC.COCCNCCOC.COCCNCCOC.COCCNCCOC.COCCNCCOC.NC(N)=O.NC(N)=O.NC(N)=O
E_HOMO	-8.68	eV
multiplicity	1
total charge	0
maximum force	5.33	eV/Å
M	1112.50	g mol⁻¹
energy above the lowest of the compared OMol25 structures with the same formula, charge and spin	6.845	eV

---

[2]
Formula: C51H34As2ClF5INO2SSe3TeTi
Source: the OMol25 dataset
Level of theory: wB97M-V/def2-TZVPD

Geometry as XYZ:
```
103
Properties=species:S:1:pos:R:3:mulliken_charge:R:1
Ti 0.119 -1.709 -0.315 -0.823
Cl -0.826 -2.941 -7.079 -0.308
C -0.274 -2.330 -5.547 0.577
C 0.499 -1.197 -5.506 -0.710
C 0.974 -0.698 -4.293 -0.085
I 2.124 1.041 -4.284 -0.008
C 0.693 -1.335 -3.085 -0.613
O 1.143 -1.002 -1.912 1.262
C -0.183 -2.462 -3.151 -0.087
N -0.512 -2.988 -1.941 0.803
C -1.263 -4.086 -1.893 0.001
C -1.743 -4.701 -3.047 -1.248
C -1.452 -4.159 -4.283 -1.013
C -0.644 -3.004 -4.360 0.353
H 0.756 -0.687 -6.424 0.464
H -1.491 -4.480 -0.907 0.266
H -2.346 -5.588 -2.947 0.473
H -1.821 -4.607 -5.192 0.423
Se -2.112 -2.426 0.888 0.021
Se -1.907 -4.363 2.172 -0.460
Te 0.461 -3.981 2.917 -0.040
Se 1.298 -3.829 0.566 -0.359
C 6.070 -2.193 -2.144 -0.533
C 5.572 -0.934 -2.431 -0.942
C 4.582 -0.379 -1.638 -0.227
C 4.073 -1.068 -0.544 0.614
C 4.569 -2.341 -0.274 -0.126
C 5.564 -2.896 -1.062 -1.019
As 2.547 -0.401 0.504 1.103
C 3.295 -0.462 2.308 0.992
C 3.598 0.686 3.030 -0.554
C 4.046 0.596 4.337 -0.584
C 4.198 -0.641 4.941 -0.661
C 3.891 -1.791 4.233 -1.122
C 3.437 -1.703 2.928 -0.472
C 2.671 1.488 0.045 0.065
C 1.527 2.130 -0.414 0.404
C 1.573 3.458 -0.805 -0.795
C 2.764 4.159 -0.738 -0.975
C 3.911 3.529 -0.283 -0.976
C 3.865 2.199 0.101 0.385
H 6.842 -2.629 -2.766 0.366
H 5.946 -0.379 -3.283 0.403
H 4.196 0.596 -1.890 0.438
H 4.165 -2.924 0.549 0.213
H 5.932 -3.888 -0.835 0.435
H 3.439 1.662 2.592 0.127
H 4.258 1.502 4.889 0.439
H 4.541 -0.708 5.966 0.365
H 3.982 -2.763 4.702 0.435
H 3.164 -2.611 2.393 0.135
H 0.592 1.582 -0.452 -0.281
H 0.675 3.945 -1.165 0.438
H 2.801 5.198 -1.038 0.393
H 4.845 4.072 -0.228 0.389
H 4.771 1.709 0.443 0.555
O -1.186 -0.255 -0.891 2.353
As -2.553 0.609 -0.569 0.444
C -2.524 1.946 -1.953 -0.075
C -1.431 1.997 -2.805 0.427
C -1.407 2.919 -3.839 -0.857
C -2.474 3.781 -4.020 -0.573
C -3.572 3.723 -3.172 -0.860
C -3.602 2.803 -2.138 -0.159
C -4.058 -0.513 -0.963 0.671
C -5.273 -0.402 -0.303 -0.627
C -6.312 -1.250 -0.646 -0.674
C -6.134 -2.201 -1.638 -0.572
C -4.919 -2.307 -2.301 -0.618
C -3.876 -1.464 -1.964 -0.337
C -2.797 1.523 1.101 0.301
C -2.454 2.866 1.167 -0.430
C -2.561 3.538 2.373 -0.866
C -3.020 2.873 3.497 -0.472
C -3.373 1.534 3.425 -0.859
C -3.259 0.849 2.230 -0.019
H -0.604 1.308 -2.660 -0.161
H -0.549 2.954 -4.500 0.344
H -2.455 4.498 -4.828 0.393
H -4.406 4.393 -3.321 0.405
H -4.461 2.755 -1.475 0.440
H -5.406 0.332 0.486 0.380
H -7.258 -1.175 -0.128 0.408
H -6.945 -2.869 -1.892 0.393
H -4.778 -3.056 -3.069 0.442
H -2.910 -1.554 -2.457 0.059
H -2.060 3.380 0.294 0.265
H -2.261 4.576 2.436 0.413
H -3.085 3.395 4.442 0.411
H -3.699 1.008 4.312 0.448
H -3.450 -0.217 2.189 0.300
F -0.396 1.517 7.806 -0.365
C -0.289 1.238 6.498 0.582
C -0.890 0.104 5.965 0.228
F -1.598 -0.707 6.763 -0.356
C -0.770 -0.171 4.620 -0.884
F -1.394 -1.245 4.157 -0.270
C -0.059 0.649 3.734 0.555
S 0.006 0.323 2.054 1.268
C 0.523 1.787 4.306 -0.728
F 1.170 2.670 3.535 -0.504
C 0.420 2.081 5.650 0.413
F 0.993 3.187 6.143 -0.390
```

Computed properties:
Kohn-Sham gap (alpha / beta)	5.892 / 5.792	eV
E_HOMO (alpha / beta)	-4.16 / -4.17	eV
multiplicity	2
total charge	-1
maximum force	1.35	eV/Å
M	1544.44	g mol⁻¹
energy above the lowest of the compared OMol25 structures with the same formula, charge and spin	0.536	eV